[1]
{"formula": "C10H17O2S", "method": "the ωB97M-V functional and the def2-TZVPD basis", "species": ["C", "C", "C", "C", "C", "C", "C", "S", "O", "O", "C", "C", "C", "H", "H", "H", "H", "H", "H", "H", "H", "H", "H", "H", "H", "H", "H", "H", "H", "H"], "coordinates": [[-0.7996, -1.5938, 1.7563], [-0.5702, -0.3253, 0.9089], [-1.5763, 0.4458, 0.5815], [-1.1312, 1.5703, -0.3224], [0.1639, 1.0212, -0.8390], [0.0893, 0.2183, -2.2303], [-0.9551, -0.8391, -2.4253], [-2.5676, -0.4122, -2.4648], [-2.7627, 0.8626, -3.1669], [-3.2430, -1.5722, -2.9890], [0.7236, 0.1930, 0.3238], [1.5173, 1.0684, 1.2518], [1.6341, -0.9729, -0.1657], [-1.7470, -1.5659, 2.1047], [-0.0516, -1.6423, 2.6477], [-0.6022, -2.5988, 1.3081], [-2.6041, 0.2007, 0.9238], [-1.9478, 1.6515, -1.0880], [-0.9060, 2.3517, 0.3264], [0.9113, 1.9679, -0.9557], [-0.1307, 0.7902, -3.0709], [1.0491, -0.1200, -2.4803], [-0.6775, -1.7171, -1.9609], [-3.3807, -0.3153, -1.1648], [2.2030, 0.4989, 1.7010], [0.8584, 1.6178, 1.8405], [2.1846, 1.7189, 0.7079], [2.4459, -1.2428, 0.5233], [2.1164, -0.8191, -1.2146], [1.0822, -1.9843, -0.3074]], "smiles": "CC1=CC[C@H](CC=[S@@H](=O)[O-])C1(C)C", "e_tot_ha": -939.78095, "total_charge": -1, "de_lowest_ev": 2.926}

---

[2]
{"formula": "C4H5NO4", "method": "the ωB97M-V functional and the def2-TZVPD basis", "species": ["C", "C", "C", "C", "O", "O", "O", "N", "O", "H", "H", "H", "H", "H"], "coordinates": [[-2.3440, 0.6660, -0.0923], [-1.1818, -0.2739, -0.0313], [-1.1782, -1.6138, 0.0279], [0.3420, 0.3627, -0.0587], [0.3652, 1.5965, -0.0450], [1.1581, -0.5678, -0.0934], [3.7561, 1.3063, 0.6275], [4.1443, 0.2173, 0.1855], [5.2709, -0.0509, -0.2512], [-2.0559, 1.7239, -0.0880], [-2.9621, 0.4974, -0.9806], [-3.0212, 0.4718, 0.7448], [-0.2162, -2.1150, 0.0572], [-2.0773, -2.2207, -0.0023]], "e_tot_ha": -510.90065, "de_lowest_ev": 7.097}

---

[3]
{"formula": "C6H14N5", "method": "the ωB97M-V functional and the def2-TZVPD basis", "species": ["C", "C", "N", "N", "C", "N", "N", "C", "C", "C", "N", "H", "H", "H", "H", "H", "H", "H", "H", "H", "H", "H", "H", "H", "H"], "coordinates": [[1.7469, 1.8517, -0.6127], [0.6231, 1.1404, 0.1256], [-0.5649, 1.9111, 0.0128], [-1.6964, 1.5870, 0.1957], [-2.2380, 0.3829, 0.6369], [-3.2899, -0.1051, 0.0332], [-3.6885, -0.9927, -0.6609], [0.5549, -0.4935, 0.1153], [1.9374, -0.8776, 0.6526], [0.0239, -0.8461, -1.3249], [-0.5618, -0.9471, 0.9828], [2.7552, 1.8264, -0.1369], [1.2875, 2.7782, -0.6993], [1.7872, 1.3061, -1.5090], [1.0032, 1.1454, 1.2242], [-2.1190, 0.4821, 1.7631], [-3.0675, -1.7651, -1.0119], [2.2289, -0.4499, 1.5577], [2.6543, -0.6185, 0.0002], [2.0565, -2.0068, 0.7500], [-0.0642, -1.8735, -1.3541], [0.6814, -0.6304, -2.0292], [-0.8663, -0.4056, -1.5927], [-0.4201, -0.4753, 1.8640], [-0.7635, -1.9240, 1.0176]], "smiles": "C[C@@H](/N=N\\C=[N+]=N)C(C)(C)N", "e_tot_ha": -510.30029, "total_charge": 1, "de_lowest_ev": 8.649}

---

[4]
{"formula": "C9H17F7NO2S", "method": "the ωB97M-V functional and the def2-TZVPD basis", "species": ["F", "C", "F", "F", "C", "F", "F", "C", "F", "F", "S", "H", "H", "C", "O", "C", "C", "N", "C", "C", "O", "C", "H", "H", "H", "H", "H", "H", "H", "H", "H", "H", "H", "H", "H", "H", "H"], "coordinates": [[0.0896, 4.4418, -0.1267], [-0.0424, 3.5066, 0.8098], [1.0515, 2.7223, 0.7800], [-1.1278, 2.7791, 0.6032], [-0.1029, 4.1853, 2.2110], [0.4835, 5.3845, 2.1467], [-1.3575, 4.3163, 2.6193], [0.6243, 3.3380, 3.2981], [0.3226, 2.0610, 3.1630], [0.3037, 3.7542, 4.5148], [2.4839, 3.4938, 3.2764], [2.6267, 4.7114, 3.8448], [2.8046, 3.7447, 1.9864], [-0.3851, -4.4567, -2.7438], [0.5418, -3.3858, -2.6918], [0.1143, -2.2079, -3.3616], [-0.1441, -1.0903, -2.3732], [-1.3226, -1.3635, -1.5591], [-1.5154, -0.4469, -0.4434], [-0.4596, -0.4300, 0.6615], [-0.4069, -1.6086, 1.4347], [0.3926, -2.6571, 0.9075], [0.1079, -5.3349, -2.3317], [-1.2818, -4.2509, -2.1493], [-0.6804, -4.6735, -3.7735], [-0.7700, -2.4005, -3.9741], [0.9251, -1.9013, -4.0281], [-0.3033, -0.1578, -2.9232], [0.7643, -0.9758, -1.7649], [-1.2627, -2.3057, -1.1980], [-2.4703, -0.7012, 0.0226], [-1.6214, 0.5661, -0.8449], [-0.7387, 0.3624, 1.3625], [0.5387, -0.1751, 0.2798], [1.2415, -2.2751, 0.3355], [-0.1945, -3.3317, 0.2809], [0.7709, -3.2373, 1.7486]], "e_tot_ha": -1655.22656, "total_charge": 1, "de_lowest_ev": 0.211}

---

[5]
{"formula": "C5H8N4", "method": "the ωB97M-V functional and the def2-TZVPD basis", "species": ["H", "N", "C", "N", "C", "N", "C", "C", "C", "N", "H", "H", "H", "H", "H", "H", "H"], "coordinates": [[0.3496, -1.9129, 2.9630], [1.2608, -1.7756, 2.6159], [1.3393, -1.0935, 1.4872], [0.2644, -0.6487, 0.6873], [-1.0011, -0.4197, 1.1811], [0.6180, 0.1732, -0.3869], [-0.2345, 0.0142, -1.4842], [-0.3456, 0.9871, -2.4609], [0.1012, 2.2575, -2.3479], [0.6445, 3.2026, -1.7465], [2.2561, -0.7511, 0.8636], [-1.7131, -0.4363, 0.2577], [-1.1384, 0.5802, 1.7590], [-1.5033, -1.0317, 1.8097], [0.7476, 1.0878, -0.1676], [-0.5277, -0.9923, -1.6796], [-1.1178, 0.7592, -3.3509]], "smiles": "[H]/N=C\\N(C)N/C=C\\C#N", "e_tot_ha": -414.19775, "de_lowest_ev": 3.657}

---

[6]
{"formula": "C2H11NO2S2", "method": "the ωB97M-V functional and the def2-TZVPD basis", "species": ["N", "C", "C", "S", "S", "H", "H", "H", "H", "H", "H", "H", "O", "H", "H", "O", "H", "H"], "coordinates": [[1.7753, 0.1398, 1.7967], [0.4100, -0.3346, 1.8732], [0.0750, -1.0669, 0.5415], [-1.7652, -1.1611, 0.2696], [-1.8803, -0.2336, -1.6208], [1.8816, 0.8763, 2.4853], [2.0268, 0.5534, 0.9014], [0.2043, -1.0778, 2.6736], [-0.2234, 0.5604, 1.8279], [0.6237, -0.4763, -0.1947], [0.4914, -2.0630, 0.4428], [-0.6543, -0.7073, -2.2039], [3.8076, 0.9372, -0.1813], [4.3320, 0.2846, -0.6560], [4.4415, 1.4690, 0.3080], [0.0958, 2.2516, -0.9103], [0.0691, 2.4972, -1.8407], [-0.7596, 1.8047, -0.8029]], "smiles": "NCCSS.O.O", "e_tot_ha": -1084.37037, "de_lowest_ev": 0.936}

---

[7]
{"formula": "C4H14N3", "method": "the ωB97M-V functional and the def2-TZVPD basis", "species": ["C", "C", "N", "N", "N", "H", "H", "H", "H", "H", "H", "H", "H", "C", "C", "H", "H", "H", "H", "H", "H"], "coordinates": [[-1.1992, 1.3162, -1.8776], [-1.2889, 0.6227, 0.4276], [-1.0498, 0.2244, -0.8356], [-1.5607, 1.8749, 0.7651], [-1.4401, -0.2932, 1.4026], [-0.6341, -0.6513, -1.0939], [-1.2660, 2.7397, 0.3345], [-1.8961, 2.0388, 1.7095], [-1.0278, -1.2083, 1.4745], [-2.2154, -0.1659, 2.0347], [-0.2307, 1.3187, -2.4090], [-1.4684, 2.3282, -1.6639], [-1.7965, 0.7870, -2.6073], [3.4537, -1.4411, -0.4135], [2.5090, -1.9952, 0.6542], [3.0422, -0.5743, -0.9374], [4.4034, -1.0857, 0.0457], [3.5843, -2.2022, -1.1775], [3.1504, -2.7396, 1.1425], [1.6131, -2.3612, 0.1286], [2.2661, -1.3522, 1.5109]], "e_tot_ha": -324.81545, "total_charge": 1, "de_lowest_ev": 1.344}

---

[8]
{"formula": "C4H13NO", "method": "the ωB97M-V functional and the def2-TZVPD basis", "species": ["C", "C", "C", "C", "N", "H", "H", "H", "H", "H", "H", "H", "H", "H", "H", "H", "H", "H", "O"], "coordinates": [[-1.5357, -0.1716, -0.6806], [-0.4357, 0.4932, 0.0559], [-1.0153, 1.4588, 1.0957], [0.0189, 2.4181, 1.6843], [0.5003, -0.5409, 0.7624], [-1.4963, -1.0746, -1.4076], [-2.2201, -0.6034, -0.0048], [-2.1403, 0.5289, -1.2410], [0.3288, 0.8292, -0.7245], [-1.7835, 2.1897, 0.5436], [-1.4486, 0.9049, 1.8972], [0.7174, 2.0237, 2.3611], [0.4954, 2.8204, 0.8264], [-0.5842, 3.2201, 2.1029], [0.9945, -0.1317, 1.4355], [1.0967, -1.0448, 0.0261], [2.1472, -3.6909, -3.1158], [1.9342, -3.4268, -1.6245], [2.0329, -2.9936, -2.4178]], "s_squared": 0.75, "multiplicity": 2, "e_tot_ha": -289.81310, "total_charge": 1, "de_lowest_ev": 1.878}

---

[9]
{"formula": "C5H9NO", "method": "the ωB97M-V functional and the def2-TZVPD basis", "species": ["C", "C", "C", "O", "C", "C", "N", "H", "H", "H", "H", "H", "H", "H", "H", "H"], "coordinates": [[-1.0999, -0.9276, -1.5554], [-0.8621, -0.6900, 0.2001], [0.5534, -0.1322, 0.2498], [0.9279, 0.0920, -1.1116], [0.7168, 1.2848, 0.8172], [0.8158, 1.3966, 2.2703], [0.9339, 1.5031, 3.4156], [-1.3066, -1.9846, -1.5925], [-1.9370, -0.2848, -1.7835], [-0.4377, -0.7625, -2.4562], [-0.9715, -1.6408, 0.7695], [-1.5913, -0.0083, 0.7082], [1.2584, -0.8264, 0.7213], [1.4728, -0.6054, -1.4767], [-0.1079, 1.9076, 0.4519], [1.6351, 1.6786, 0.3721]], "smiles": "CC[C@@H](O)CC#N", "e_tot_ha": -325.82163, "de_lowest_ev": 3.154}